Entry from OMol25: 2 unconnected molecules or ions with the total composition C19H37BrN4O (the ωB97M-V functional and the def2-TZVPD basis).

Geometry (Å):
C1 6.128 -0.643 -1.120
C2 5.994 -0.635 -2.640
C3 4.558 -0.446 -3.124
C4 3.921 0.851 -2.641
N1 2.524 0.992 -3.084
C5 1.521 0.938 -2.048
Br1 -0.197 1.185 -3.061
C6 1.680 2.119 -1.076
C7 1.745 1.779 0.420
C8 3.104 1.240 0.880
C9 1.418 3.043 1.205
N2 0.685 0.778 0.694
O1 0.164 0.761 1.858
C10 0.642 -0.517 -0.034
C11 1.252 -1.616 0.860
C12 -0.842 -0.811 -0.255
C13 1.439 -0.422 -1.345
H1 5.417 -1.343 -0.671
H2 5.953 0.341 -0.684
H3 7.128 -0.958 -0.821
H4 6.626 0.149 -3.068
H5 6.369 -1.579 -3.040
H6 3.947 -1.298 -2.802
H7 4.540 -0.448 -4.218
H8 4.505 1.696 -3.019
H9 3.965 0.909 -1.552
H10 2.316 0.301 -3.795
H11 0.837 2.792 -1.212
H12 2.570 2.685 -1.357
H13 3.880 1.974 0.652
H14 3.385 0.299 0.409
H15 3.087 1.093 1.961
H16 1.569 2.902 2.272
H17 2.066 3.853 0.865
H18 0.382 3.341 1.045
H19 0.489 -2.092 1.474
H20 2.002 -1.207 1.534
H21 1.723 -2.387 0.248
H22 -1.300 -0.874 0.731
H23 -1.323 -0.009 -0.810
H24 -0.978 -1.750 -0.795
H25 2.472 -0.725 -1.154
H26 1.031 -1.152 -2.047
C14 -3.148 -0.428 2.669
C15 -3.938 -1.682 2.357
N3 -5.257 -1.370 1.766
C16 -5.773 -1.923 0.618
C17 -7.004 -1.388 0.433
N4 -7.222 -0.515 1.473
C18 -6.152 -0.524 2.262
C19 -8.424 0.297 1.677
H27 -3.634 0.193 3.422
H28 -2.168 -0.703 3.055
H29 -2.992 0.167 1.769
H30 -4.104 -2.296 3.241
H31 -3.424 -2.292 1.617
H32 -5.221 -2.639 0.036
H33 -7.733 -1.546 -0.341
H34 -6.033 0.065 3.155
H35 -8.168 1.353 1.637
H36 -8.875 0.055 2.636
H37 -9.126 0.067 0.882

E_HOMO (alpha / beta) in Eh: -0.3692 / -0.3958
E in eV: -98346.5487
Net charge: +1
2S+1: 2
Kohn-Sham gap (alpha / beta) in eV: 7.3 / 8.0
Energy above the lowest of the compared OMol25 structures with the same formula, charge and spin in kcal/mol: 0.0
LUMO level (alpha / beta) in eV: -2.741 / -2.741

Okay, here come the Mulliken numbers, in e, for every atom:
1 C -0.99
2 C -0.71
3 C -0.49
4 C -0.12
5 N -0.33
6 C 0.58
7 Br -0.15
8 C -1.97
9 C 1.84
10 C -1.94
11 C -1.83
12 N 0.70
13 O -0.69
14 C 2.11
15 C -1.62
16 C -1.62
17 C -1.85
18 H 0.22
19 H 0.22
20 H 0.42
21 H 0.32
22 H 0.38
23 H 0.25
24 H 0.41
25 H 0.35
26 H -0.32
27 H 0.43
28 H 0.54
29 H 0.49
30 H 0.47
31 H 0.34
32 H 0.45
33 H 0.36
34 H 0.39
35 H 0.48
36 H 0.38
37 H 0.34
38 H 0.33
39 H 0.06
40 H 0.42
41 H 0.43
42 H 0.18
43 H 0.69
44 C -1.31
45 C -0.31
46 N 0.19
47 C -0.36
48 C -0.35
49 N 0.07
50 C -0.14
51 C -0.80
52 H 0.48
53 H 0.35
54 H 0.41
55 H 0.23
56 H 0.36
57 H 0.43
58 H 0.43
59 H 0.38
60 H 0.34
61 H 0.35
62 H 0.30